1:
ORCA calculation (ωB97M-V with the def2-TZVPD basis set) on a 2-piece molecular cluster, FH5N3P overall.

Geometry (Å):
H: 1.18 0.50 -1.85
N: 1.29 1.03 -1.07
P: 2.40 0.31 -0.27
F: 2.81 -1.14 -0.97
N: 3.04 0.56 1.11
H: 2.72 1.48 1.24
N: -1.84 -0.36 -0.40
H: -1.57 -1.21 -0.04
H: -1.03 -0.08 -1.05
H: -2.10 0.36 0.28

HOMO level: -9.77 eV
frontier orbital gap: 9.30 eV

---

2:
ORCA calculation (ωB97M-V with the def2-TZVPD basis set) on one molecule with the formula FH5N3P.

Geometry (Å):
N: 1.12 -0.49 -1.48
P: 0.61 0.24 -0.24
N: 0.56 -0.84 1.03
N: -1.17 1.13 -0.08
F: 1.69 1.38 0.39
H: 2.08 -0.54 -1.73
H: 0.90 -1.73 0.64
H: -0.35 -0.80 1.40
H: -1.34 1.81 -0.84
H: -1.04 1.43 0.90

HOMO level: -9.62 eV
frontier orbital gap: 10.15 eV

---

Most stable structure among those shown: 2. Next: +1.230 eV.